No. 1
Density functional theory data (ωB97M-V with the def2-TZVPD basis set) for C5H6OS in the gas phase at a distorted geometry.

Output
Total charge: 0
Gap between HOMO and LUMO (eV): 8.789
E_HOMO (eV): -8.9
ΔE to the lowest compared entry with this formula, charge and spin (eV): 2.728

Each line ends with the Löwdin charge.
Positions of all 13 atoms, in Å:
C (-0.048, 1.635, -0.295)  -0.07
C (0.046, 0.268, 0.535)  -0.35
C (1.090, -0.639, 0.139)  -0.11
C (0.497, -1.743, -0.184)  -0.16
C (-1.203, -0.563, 0.182)  -0.70
H (1.079, 1.994, -0.419)  0.10
H (-0.471, 1.526, -1.459)  0.14
H (-0.788, 2.305, 0.167)  0.06
H (0.257, 0.485, 1.568)  0.15
H (2.119, -0.284, 0.010)  0.13
H (1.154, -2.752, -0.121)  0.17
O (-0.897, -1.919, -0.165)  -0.07
S (-2.835, -0.314, 0.042)  0.72

No. 2
Density functional theory data (ωB97M-V with the def2-TZVPD basis set) for 2 unconnected molecules or ions with the total composition C3H8N2 at a distorted geometry.

Output
Total charge: 0
Gap between HOMO and LUMO (eV): 10.229
E_HOMO (eV): -9.2
ΔE to the lowest compared entry with this formula, charge and spin (eV): 3.898

Each line ends with the Löwdin charge.
Positions of all 13 atoms, in Å:
C (0.419, 3.051, 0.461)  -0.17
N (0.068, 2.675, -0.690)  0.00
H (0.298, 4.126, 0.705)  0.06
H (0.447, 2.367, 1.315)  0.05
H (-0.538, 1.842, -0.660)  0.03
C (-0.667, -2.033, 0.680)  -0.12
C (0.608, -1.330, -1.102)  -0.11
N (-0.334, -0.963, -0.341)  -0.09
H (-1.396, -1.453, 1.263)  0.06
H (0.258, -2.170, 1.257)  0.07
H (-1.071, -2.927, 0.213)  0.07
H (1.028, -0.787, -1.961)  0.07
H (0.880, -2.399, -1.140)  0.07

No. 3
Density functional theory data (ωB97M-V with the def2-TZVPD basis set) for 2 unconnected molecules or ions with the total composition C3H8N2S2 at a distorted geometry.

Output
Total charge: 0
Gap between HOMO and LUMO (alpha / beta) (eV): 5.945 / 9.215
E_HOMO (alpha / beta) (eV): -5.3 / -9.3
Multiplicity: 3
ΔE to the lowest compared entry with this formula, charge and spin (eV): 0.000
Expectation value of S²: 2.01

Each line ends with the Mulliken spin population.
Positions of all 15 atoms, in Å:
C (-0.545, -0.759, -2.136)  -0.03
C (-0.611, 0.421, 0.072)  0.70
C (-0.804, 1.100, 1.375)  -0.02
N (-0.123, 0.557, -2.180)  0.66
N (-0.077, 1.089, -0.969)  0.30
S (-1.173, -1.157, -0.371)  0.21
S (1.667, -1.550, 1.942)  0.01
H (-1.238, -1.214, -2.898)  0.03
H (0.351, -1.461, -2.061)  0.08
H (-1.349, 0.527, 2.029)  0.01
H (-1.368, 1.993, 1.338)  0.02
H (0.175, 1.220, 2.000)  0.05
H (2.794, -0.796, 2.034)  0.00
H (0.338, 2.041, -0.900)  -0.02
H (1.964, -2.013, 0.725)  0.00

No. 4
Density functional theory data (ωB97M-V with the def2-TZVPD basis set) for 2 unconnected molecules or ions with the total composition H2N2O4S2 at a distorted geometry.

Output
Total charge: -2
Gap between HOMO and LUMO (alpha / beta) (eV): 6.762 / 6.669
E_HOMO (alpha / beta) (eV): -0.4 / -0.3
ΔE to the lowest compared entry with this formula, charge and spin (eV): 2.610

Each line ends with the Löwdin charge.
Positions of all 10 atoms, in Å:
N (-0.026, 1.298, -0.434)  -0.17
N (-0.231, -0.998, -1.076)  -0.17
O (-0.143, 2.878, 1.434)  -0.62
O (2.185, -1.775, -0.977)  -0.61
O (-2.234, 1.721, 0.755)  -0.61
O (0.407, -3.094, 0.152)  -0.62
S (-0.790, 1.544, 1.075)  0.44
S (0.969, -1.708, -0.113)  0.44
H (0.959, 1.134, -0.266)  -0.04
H (-1.095, -1.000, -0.551)  -0.04

No. 5
Density functional theory data (ωB97M-V with the def2-TZVPD basis set) for a gas-phase ion, C7H10ClF8O3P2 (charge +1) at a distorted geometry.

Output
Total charge: +1
Gap between HOMO and LUMO (eV): 9.526
E_HOMO (eV): -13.9

Each line ends with the Löwdin charge.
Positions of all 31 atoms, in Å:
O (1.853, -2.344, 0.713)  -0.35
P (2.768, -2.056, -0.602)  0.45
Cl (1.523, -2.131, -2.219)  0.33
P (3.340, 0.064, -0.235)  0.80
O (3.943, 0.074, 1.244)  -0.21
C (2.024, 1.311, -0.255)  -0.25
C (0.976, 1.077, -1.329)  -0.29
O (0.014, 0.218, -0.801)  -0.19
C (-1.212, 0.283, -1.474)  -0.10
C (-2.185, -0.760, -0.972)  -0.46
F (-3.388, -0.437, -1.367)  0.19
F (-1.887, -1.917, -1.594)  0.13
C (-2.141, -1.103, 0.538)  -0.39
F (-0.994, -1.646, 0.873)  0.17
F (-3.043, -2.068, 0.695)  0.18
C (-2.563, 0.011, 1.525)  -0.44
F (-2.750, -0.578, 2.700)  0.17
F (-3.716, 0.511, 1.179)  0.21
C (-1.580, 1.154, 1.809)  -0.30
F (-1.650, 2.115, 0.892)  0.12
F (-0.315, 0.746, 1.949)  0.10
H (1.374, -1.544, 0.999)  0.04
H (4.389, 0.486, -1.069)  0.06
H (3.824, -0.809, 1.642)  0.09
H (1.547, 1.425, 0.713)  0.10
H (2.495, 2.270, -0.465)  0.11
H (0.546, 2.042, -1.603)  0.14
H (1.422, 0.672, -2.245)  0.10
H (-1.046, 0.060, -2.532)  0.15
H (-1.685, 1.266, -1.457)  0.15
H (-1.884, 1.607, 2.749)  0.18

No. 6
Density functional theory data (ωB97M-V with the def2-TZVPD basis set) for C25H26N6O3 in the gas phase at a distorted geometry.

Output
Total charge: 0
Gap between HOMO and LUMO (eV): 7.123
E_HOMO (eV): -7.4
ΔE to the lowest compared entry with this formula, charge and spin (eV): 0.711

Each line ends with the Löwdin charge.
Positions of all 60 atoms, in Å:
C (-2.673, -6.231, -0.330)  -0.06
N (-2.870, -4.864, 0.078)  0.02
C (-2.086, -3.855, -0.356)  -0.47
O (-1.149, -4.010, -1.119)  0.05
C (-2.454, -2.509, 0.179)  -0.13
C (-1.820, -1.433, -0.346)  0.02
C (-2.076, -0.046, -0.073)  -0.05
C (-1.082, 0.948, -0.166)  -0.20
N (0.241, 0.688, -0.186)  -0.04
C (0.899, -0.510, 0.275)  -0.10
C (1.777, -1.094, -0.845)  -0.13
N (2.743, -0.107, -1.279)  -0.11
C (3.984, -0.047, -0.641)  -0.24
C (4.584, 1.146, -0.243)  -0.03
C (5.847, 1.170, 0.326)  -0.02
C (6.551, -0.007, 0.526)  -0.29
C (5.965, -1.208, 0.124)  0.00
C (4.717, -1.226, -0.452)  -0.02
H (4.312, -2.170, -0.781)  0.11
H (6.520, -2.122, 0.265)  0.12
O (7.795, -0.102, 1.087)  -0.09
C (8.430, 1.082, 1.499)  -0.10
H (7.859, 1.598, 2.278)  0.09
H (8.595, 1.764, 0.658)  0.09
H (9.393, 0.775, 1.905)  0.09
H (6.261, 2.124, 0.614)  0.10
H (4.077, 2.090, -0.368)  0.10
C (2.078, 1.105, -1.694)  -0.14
C (1.195, 1.701, -0.581)  -0.12
H (1.812, 1.980, 0.281)  0.13
H (0.653, 2.575, -0.935)  0.11
H (1.432, 0.847, -2.541)  0.13
H (2.812, 1.832, -2.038)  0.12
H (2.276, -1.988, -0.479)  0.12
H (1.152, -1.371, -1.700)  0.13
H (0.174, -1.241, 0.629)  0.12
H (1.557, -0.235, 1.113)  0.14
N (-1.400, 2.257, -0.227)  0.17
C (-2.637, 2.644, -0.058)  -0.20
N (-3.658, 1.761, 0.194)  0.11
C (-4.924, 2.190, 0.441)  -0.02
C (-5.231, 3.509, 0.435)  -0.04
C (-4.218, 4.451, 0.152)  -0.01
C (-2.942, 4.041, -0.096)  -0.19
C (-1.825, 4.983, -0.399)  -0.04
H (-1.430, 4.781, -1.393)  0.09
H (-1.013, 4.830, 0.308)  0.08
H (-2.164, 6.014, -0.350)  0.08
H (-4.462, 5.502, 0.135)  0.12
H (-6.238, 3.833, 0.638)  0.11
H (-5.633, 1.396, 0.629)  0.13
C (-3.435, 0.339, 0.133)  -0.34
O (-4.406, -0.393, 0.197)  0.06
H (-1.088, -1.660, -1.114)  0.12
C (-3.335, -2.459, 1.272)  -0.22
N (-3.976, -2.525, 2.225)  0.19
H (-3.630, -4.659, 0.709)  0.12
H (-1.817, -6.252, -1.003)  0.08
H (-2.471, -6.866, 0.535)  0.08
H (-3.555, -6.609, -0.852)  0.08

Here are the calculated calculated total energy numbers, same order: -667.4379; -228.5054; -1024.8295; -1207.9217; -2440.0571; -1522.5313 (Eh).